# 1
ORCA calculation (ωB97M-V/def2-TZVPD) on C17H12F7NO2 in the gas phase.

Properties
Gap between HOMO and LUMO in Ha: 0.3287
Highest occupied orbital energy in Eh: -0.3187
SMILES: O=C(Nc1ccc(OCC(F)(F)C(F)F)c(C(F)(F)F)c1)c1ccccc1
Lowest unoccupied orbital energy in eV: 0.27

Structure (XYZ):
```
39
Properties=species:S:1:pos:R:3:lowdin_charge:R:1
O -0.1806 2.4650 2.0969 0.092
C -0.0324 1.4016 2.6561 -0.410
N 0.1688 0.2101 2.0007 0.132
C 0.2072 -0.0306 0.6325 -0.203
C 0.5039 -1.3203 0.1950 -0.003
C 0.5489 -1.6314 -1.1507 0.003
C 0.2943 -0.6513 -2.1003 -0.192
C -0.0008 0.6463 -1.6616 -0.026
C -0.0442 0.9603 -0.3157 0.078
H -0.2692 1.9651 0.0039 0.114
C -0.2541 1.6993 -2.7040 -0.568
F -0.6082 2.8782 -2.1863 0.153
F 0.8283 1.9296 -3.4680 0.152
F -1.2386 1.3537 -3.5582 0.141
O 0.3043 -0.8364 -3.4523 -0.025
C 0.5139 -2.1262 -3.9615 -0.082
C 0.2729 -2.0471 -5.4721 -0.444
F 1.2868 -1.3957 -6.0868 0.124
F 0.2735 -3.2997 -5.9878 0.120
C -1.0532 -1.3225 -5.7990 -0.308
F -1.4001 -1.5171 -7.0811 0.104
F -2.0418 -1.8370 -5.0383 0.098
H -0.9699 -0.2448 -5.6004 0.166
H -0.1975 -2.8512 -3.5449 0.149
H 1.5432 -2.4691 -3.7913 0.155
H 0.7874 -2.6393 -1.4482 0.111
H 0.7050 -2.0974 0.9183 0.116
H 0.3577 -0.5969 2.5789 0.131
C -0.0273 1.2718 4.1408 -0.141
C 0.4413 2.3547 4.8803 -0.014
C 0.4618 2.3022 6.2611 -0.069
C -0.0032 1.1741 6.9174 -0.080
C -0.4959 0.1035 6.1892 -0.079
C -0.5073 0.1467 4.8065 -0.040
H -0.9282 -0.6839 4.2565 0.111
H -0.8772 -0.7677 6.7008 0.104
H 0.0079 1.1318 7.9962 0.104
H 0.8348 3.1425 6.8268 0.106
H 0.7876 3.2291 4.3506 0.119
```

# 2
ORCA calculation (ωB97M-V/def2-TZVPD) on C17H12FN3 in the gas phase.

Properties
Gap between HOMO and LUMO in Ha: 0.2937
Highest occupied orbital energy in Eh: -0.3018
SMILES: C=Cc1cc(-n2ccc3ccncc32)ncc1C#CCF
Lowest unoccupied orbital energy in eV: -0.22

Structure (XYZ):
```
33
Properties=species:S:1:pos:R:3:lowdin_charge:R:1
F 1.2608 1.7536 6.5164 -0.039
C 0.3761 1.2556 3.3823 0.024
C 0.4796 1.8025 4.4505 0.031
N -3.9384 -1.7708 -2.3587 0.061
N -0.8182 -0.6905 0.4820 0.132
C 3.8104 1.6095 0.7621 0.037
C 2.7172 1.2754 1.5513 -0.085
C 0.0471 -1.4379 -3.8772 -0.024
C 0.7432 -1.2755 -2.7391 -0.035
C -3.7933 -1.7236 -3.6598 -0.198
C -0.7146 -0.1281 1.6954 -0.065
C -2.7085 -1.6434 -1.6492 -0.023
C 0.1596 -0.7204 -0.4226 -0.245
C 1.3338 -0.0362 -0.0387 0.064
C -2.5450 -1.7387 -4.3389 0.007
C 0.3268 0.6373 2.1007 -0.196
C 1.4335 0.5475 1.2533 -0.141
C -1.3154 -1.6722 -3.6164 -0.164
C -1.4576 -1.4960 -2.2450 -0.105
N -0.1191 -1.2504 -1.6598 0.050
C 0.5036 2.5599 5.7257 -0.219
H 4.7121 2.0827 1.1546 0.054
H 3.8346 1.3796 -0.3135 0.047
H 2.8557 1.4625 2.6079 0.085
H 0.3054 -1.1791 -4.8193 0.082
H 1.6834 -0.8209 -2.7963 0.110
H -4.6971 -1.5623 -4.2378 0.099
H -1.5812 -0.2496 2.2904 0.116
H -2.8239 -1.5630 -0.5927 0.078
H 2.1152 0.2347 -0.7583 0.098
H -2.7644 -1.8609 -5.3931 0.096
H -0.5795 2.7304 5.8929 0.126
H 1.1580 3.4886 5.6507 0.141
```

# 3
ORCA calculation (ωB97M-V/def2-TZVPD) on C17H12N4O6 in the gas phase.

Properties
Gap between HOMO and LUMO in Ha: 0.2784
Highest occupied orbital energy in Eh: -0.3106
SMILES: O=C(Cn1cnc2cc([N+](=O)[O-])ccc2c1=O)Nc1ccc2c(c1)OCO2
Lowest unoccupied orbital energy in eV: -0.88

Structure (XYZ):
```
39
Properties=species:S:1:pos:R:3:lowdin_charge:R:1
O 0.0436 2.7525 -1.1084 0.081
C 0.7477 1.9233 -0.5751 -0.444
N 1.9552 1.5865 -1.0736 0.135
C 2.8809 0.6004 -0.6627 -0.241
C 2.5009 -0.7253 -0.5036 -0.024
C 3.4234 -1.6980 -0.1242 0.029
C 4.7239 -1.2998 0.0648 -0.203
C 5.1114 0.0308 -0.1193 -0.200
C 4.2123 1.0002 -0.4828 0.074
H 4.5159 2.0239 -0.6241 0.128
O 6.4505 0.1519 0.1184 0.040
C 6.9029 -1.1433 0.4582 -0.151
O 5.8142 -2.0415 0.4237 0.040
H 7.3375 -1.1278 1.4701 0.141
H 7.6709 -1.4659 -0.2623 0.141
H 3.1284 -2.7251 0.0028 0.124
H 1.4791 -1.0214 -0.6847 0.098
H 2.2436 2.1585 -1.8593 0.163
C 0.3134 1.2651 0.7437 -0.029
N -1.1077 1.0071 0.6861 0.023
C -1.9970 2.0095 0.9124 -0.117
N -3.2674 1.9171 0.8118 0.135
C -3.7923 0.7187 0.4142 -0.199
C -5.1798 0.5841 0.2960 0.086
C -5.7035 -0.6258 -0.1091 -0.132
C -4.8915 -1.7244 -0.4088 0.014
C -3.5280 -1.5980 -0.2965 0.016
C -2.9687 -0.3851 0.1168 -0.050
C -1.5191 -0.2432 0.2247 -0.345
O -0.7079 -1.1075 -0.0427 0.081
H -2.8649 -2.4199 -0.5189 0.124
H -5.3527 -2.6479 -0.7222 0.119
N -7.1403 -0.7670 -0.2285 -0.360
O -7.5679 -1.8379 -0.5992 0.087
O -7.8236 0.1919 0.0510 0.090
H -5.8215 1.4215 0.5199 0.130
H -1.5786 2.9602 1.2128 0.141
H 0.8357 0.3277 0.9282 0.111
H 0.5209 1.9737 1.5504 0.146
```

Question: highest occupied orbital energy of number 2 (C17H12FN3)?
Answer: -0.3018 Eh